[1]
DFT (ωB97M-V/def2-TZVPD) results for a structure of composition C4H6O3Tl in a non-equilibrium geometry.

Last column: Löwdin spin population.
CARTESIAN COORDINATES (ANGSTROEM)
C1 1.791 1.632 1.393  0.00
O1 0.926 2.393 0.925  0.00
Tl1 -0.046 1.252 -0.688  0.01
O2 2.054 0.655 0.384  0.00
C2 3.228 -0.117 0.495  0.00
H1 3.788 -0.093 -0.450  0.00
H2 3.866 0.294 1.290  0.00
H3 2.956 -1.156 0.722  0.00
O3 -1.783 -0.175 0.222  0.27
C3 -2.897 -0.669 -0.030  0.09
C4 -3.318 -0.980 -1.349  0.56
H4 -3.585 -0.895 0.803  0.00
H5 -4.310 -1.395 -1.523  0.03
H6 -2.669 -0.747 -2.195  0.03

Results
- E_LUMO (alpha / beta): 0.406 / -2.654 eV
- HOMO level (alpha / beta): -7.070 / -7.048 eV
- Energy above the lowest of the compared OMol25 structures with the same formula, charge and spin: 67.5 kcal/mol
- Molar mass: 306.47 g/mol
- <S²>: 0.767
- Gap between HOMO and LUMO (alpha / beta): 7.5 / 4.4 eV
- Spin multiplicity: 2
- Total charge: 0



[2]
DFT (ωB97M-V/def2-TZVPD) results for a structure of composition C4H6O3Tl in a non-equilibrium geometry.

Last column: Mulliken charge in e.
CARTESIAN COORDINATES (ANGSTROEM)
C1 2.179 -0.179 0.073  -0.19
C2 1.067 -0.913 0.055  0.28
O1 3.389 -0.747 0.107  -0.19
H1 2.096 0.871 -0.242  0.37
H2 1.018 -2.000 0.079  0.27
H3 4.084 -0.088 0.012  0.44
O2 -0.143 -0.213 0.003  -0.11
C3 -1.286 -0.785 -0.092  0.82
O3 -2.282 0.027 -0.044  -0.16
Tl1 -1.896 -2.817 -0.090  1.05
C4 -2.083 1.460 0.023  -0.61
H4 -1.541 1.709 0.941  0.37
H5 -1.516 1.787 -0.855  0.36
H6 -3.086 1.889 0.028  0.28

Results
- E_LUMO (alpha / beta): -17.181 / -16.824 eV
- HOMO level (alpha / beta): -24.545 / -24.284 eV
- Energy above the lowest of the compared OMol25 structures with the same formula, charge and spin: 0.0 kcal/mol
- Molar mass: 306.47 g/mol
- Gap between HOMO and LUMO (alpha / beta): 7.4 / 7.5 eV
- Total charge: +3



[3]
DFT (ωB97M-V/def2-TZVPD) results for an isolated molecule of C4H6O4 in a non-equilibrium geometry.

Last column: natural (NBO) charge in e.
CARTESIAN COORDINATES (ANGSTROEM)
O1 0.789 -0.757 -2.334  -0.53
C1 -0.155 -0.919 -1.617  0.41
C2 -0.478 -0.411 -0.124  0.06
O2 -1.852 -0.955 0.299  -0.69
C3 0.097 1.052 0.350  0.07
O3 -0.402 1.895 1.256  -0.74
C4 0.717 -0.324 0.819  0.06
O4 1.864 -0.908 0.395  -0.68
H1 -0.925 -1.581 -2.143  0.15
H2 -2.197 -0.190 0.586  0.46
H3 0.306 1.568 -0.608  0.18
H4 0.132 2.435 1.898  0.52
H5 0.374 -0.214 1.881  0.21
H6 1.730 -0.690 -0.659  0.49

Results
- E_LUMO: 0.327 eV
- HOMO level: -9.479 eV
- Energy above the lowest of the compared OMol25 structures with the same formula, charge and spin: 124.6 kcal/mol
- SMILES: O=CC1(O)[C@@H](O)[C@@H]1O
- Molar mass: 118.09 g/mol
- Gap between HOMO and LUMO: 9.8 eV
- Total charge: 0